#w
Entry from OMol25: a molecular structure, C22H36N3O6RhS2 (ωB97M-V with the def2-TZVPD basis set).

```
! RIJCOSX wB97M-V def2-TZVPD def2/J DEFGRID3
* xyz 0 1
H -0.95 -1.37 4.56
O 3.66 -2.51 0.17
N 2.72 -2.22 -0.59
H 0.00 1.80 2.12
H -1.32 -1.24 -1.54
H -5.89 1.29 -2.97
O -2.98 0.00 1.19
H -3.98 2.07 -0.56
C 1.38 -2.19 -2.53
H 4.70 -3.04 -1.96
H -0.33 3.53 2.32
C 3.20 3.50 -0.10
H -5.11 2.86 -2.80
H 0.66 3.00 0.97
H -2.31 -0.86 3.54
O 3.91 5.96 0.07
O 3.78 4.93 -2.15
C -1.30 1.46 -0.30
C -4.98 1.85 -3.18
H 3.10 0.25 -0.99
O -0.74 -1.41 -2.30
H -2.54 -2.11 4.78
C 3.84 -3.03 -2.62
C 1.15 -2.58 -3.95
H -0.55 -4.77 3.01
H 2.86 2.01 2.93
H 3.30 2.51 -1.98
C -3.77 1.17 -2.55
H -2.31 2.34 1.38
H 0.12 -3.65 4.21
C -0.80 -3.98 3.72
H 1.91 -0.20 2.37
N 0.50 -1.65 -1.77
C -0.21 2.74 1.59
H -1.28 1.82 -1.33
H 0.12 -2.40 -4.25
H -2.55 -4.05 1.58
Rh 1.35 -0.97 -0.05
H 3.23 -0.95 1.71
H -2.87 1.72 -2.81
C -0.58 -2.26 2.01
H 1.39 -3.63 -4.09
H -3.65 0.16 -2.95
C 3.05 1.13 -0.34
C -2.78 -3.29 2.32
H -3.46 -3.72 3.07
O 1.73 5.40 -0.89
C 2.67 -2.46 -1.88
C 0.13 -1.79 1.15
C 3.20 2.38 -0.91
H -4.81 0.53 -0.75
C 2.98 2.12 1.86
C -1.84 -1.71 4.04
H 3.18 4.26 1.89
H 3.65 -4.05 -2.96
H -0.38 0.89 -0.17
C 2.90 1.01 1.04
S -2.58 0.18 -0.23
C -3.92 1.09 -1.03
H -1.47 -4.39 4.48
H 4.07 -2.42 -3.49
H -1.67 3.51 0.22
C -1.50 -2.81 3.02
C 3.14 3.37 1.28
N 2.47 -0.29 1.53
H -3.28 -2.45 1.83
H 1.82 -2.01 -4.60
C -1.46 2.57 0.73
S 3.16 5.14 -0.86
H -4.87 1.91 -4.26
*
```

Properties
E_LUMO   -2.25 eV
HOMO-LUMO gap   5.73 eV



#x
Entry from OMol25: a molecular structure, C22H36N3O6RhS2 (ωB97M-V with the def2-TZVPD basis set).

```
! RIJCOSX wB97M-V def2-TZVPD def2/J DEFGRID3
* xyz 0 1
H 2.73 -4.97 -1.27
H -1.56 5.68 0.92
H -6.24 -0.91 -0.49
O -1.17 7.37 -1.93
N 0.98 -0.93 1.84
C -3.61 -0.48 0.27
O -1.09 8.09 0.42
H -4.03 0.34 -0.32
H -1.27 -0.95 -2.51
H 0.81 1.77 1.48
C -4.34 -1.79 0.03
H -4.13 -2.14 -0.98
H -3.96 -2.54 0.73
H 2.85 -1.97 4.16
C 1.69 -5.27 -1.42
H -6.34 -2.59 0.03
H 1.81 6.03 -1.62
H 1.49 -5.29 -2.49
C 1.60 4.11 -0.65
C -1.93 1.12 -2.35
C 2.26 -1.08 3.93
S -1.82 -0.65 -0.20
H -0.92 -4.68 -2.04
C 1.23 5.41 -0.95
C 1.02 -4.34 0.82
N 3.12 -0.19 0.43
C 0.74 -4.31 -0.69
O 0.91 8.31 -1.00
C -2.05 -0.36 -2.02
H -6.09 -1.32 1.22
O -1.23 0.63 0.30
C 4.67 -0.83 2.22
H 2.28 2.03 0.69
H 4.84 -1.89 2.41
H 0.21 1.11 -1.93
C -0.50 1.54 -2.68
H -2.58 1.37 -3.18
H 2.07 -4.10 1.01
O 4.27 -0.05 -0.36
H -0.94 3.31 1.46
H -0.40 2.62 -2.64
C 0.84 3.36 0.25
Rh 0.89 -0.16 -0.23
H -1.38 -3.97 -0.49
H 0.81 -5.32 1.23
H 3.95 0.06 -1.27
S -0.36 7.66 -0.75
H -3.60 -0.20 1.32
C -0.69 5.21 0.49
H -0.21 1.19 -3.67
H 1.26 -1.22 4.34
N 1.27 2.08 0.62
C 0.97 -2.94 -1.14
H 2.72 -0.23 4.42
H 0.41 -3.60 1.33
C 1.14 -1.76 -1.43
H 4.78 -0.30 3.16
C -0.33 3.90 0.79
H -2.26 1.69 -1.48
H 2.47 3.66 -1.09
C 0.12 5.94 -0.35
H -0.93 -5.68 -0.58
C -5.85 -1.64 0.21
C 3.31 -0.61 1.64
C 2.14 -0.86 2.45
O -0.11 -1.24 2.37
H -3.02 -0.77 -2.29
H 5.42 -0.49 1.51
H 1.57 -6.28 -1.02
C -0.72 -4.68 -0.97
*
```

Properties
E_LUMO (spin up / spin down)   -3.02 / -3.10 eV
HOMO-LUMO gap (spin up / spin down)   4.38 / 4.30 eV



Question: of the structures shown, which is the least stable? Reply: #x.